No. 1
{"formula": "C5H14NS", "method": "the ωB97M-V functional and the def2-TZVPD basis", "symbols": ["S", "N", "C", "C", "C", "C", "C", "H", "H", "H", "H", "H", "H", "H", "H", "H", "H", "H", "H", "H", "H"], "xyz": [[-2.688, -0.646, 0.986], [-0.139, 1.037, -0.209], [1.414, -0.786, 0.104], [0.434, 2.398, -0.393], [0.250, -0.605, -2.098], [0.504, -0.171, -0.890], [0.761, -1.308, 1.373], [2.126, -1.495, -0.371], [0.298, 2.704, -1.440], [2.225, 0.013, 0.516], [-0.097, -0.811, 1.754], [0.001, 3.079, 0.366], [-3.747, -1.094, 1.725], [0.297, -2.396, 1.274], [0.575, -1.664, -2.319], [1.412, 2.313, -0.128], [-3.386, -0.663, -0.132], [-1.229, 1.033, -0.402], [1.546, -1.453, 2.167], [-0.533, -0.199, -2.681], [-0.021, 0.715, 0.795]], "forces_ev_per_angstrom": [[-0.455, -0.350, 0.774], [-2.684, -1.430, 0.122], [3.105, 1.255, 1.041], [-2.383, 0.323, -0.346], [-0.410, -2.002, 0.500], [0.603, 0.810, 1.033], [0.547, -4.158, 0.534], [-0.909, 0.106, 0.267], [0.042, 0.055, 0.609], [-1.871, -1.195, -1.185], [-0.430, 1.026, 0.455], [-0.212, -0.327, -0.789], [0.555, 0.339, -0.299], [1.041, 2.077, -0.283], [0.029, 1.621, -0.117], [3.066, -0.128, 0.303], [-0.343, -0.059, -0.548], [2.675, 0.093, 0.569], [-0.929, 0.459, -0.656], [-0.429, 0.545, -0.870], [-0.610, 0.941, -1.114]], "mulliken_charge": [-0.310, -0.149, -0.775, -0.871, -0.842, 0.590, -0.974, 0.437, 0.333, 0.231, 0.267, 0.374, 0.183, 0.261, 0.287, 0.368, 0.158, 0.367, 0.305, 0.342, 0.417], "homo_lumo_gap_ev": 10.42, "homo_energy_ha": -0.49952, "lumo_ha": -0.1167, "energy_ev": -17729.0128, "total_charge": 1}

---

No. 2
{"formula": "C5H14NS", "method": "the ωB97M-V functional and the def2-TZVPD basis", "symbols": ["S", "N", "C", "C", "C", "C", "C", "H", "H", "H", "H", "H", "H", "H", "H", "H", "H", "H", "H", "H", "H"], "xyz": [[-0.073, -0.680, -2.257], [-0.524, -0.662, 0.402], [0.396, 0.018, -0.569], [0.087, 1.539, -0.526], [0.019, -0.554, 1.776], [1.840, -0.310, -0.378], [-2.008, -0.322, 0.238], [0.887, 2.175, -1.149], [-2.441, 0.610, 0.551], [-0.575, -1.696, 0.073], [-2.419, -1.197, 0.758], [2.011, -1.412, -0.629], [-0.636, -1.249, 2.536], [0.310, 1.816, 0.447], [0.497, 0.327, -2.977], [-0.055, 0.492, 2.030], [2.398, 0.518, -0.983], [0.924, -1.091, 1.915], [-2.091, -0.196, -0.886], [-0.790, 1.933, -0.969], [2.244, -0.061, 0.597]], "forces_ev_per_angstrom": [[-1.478, -3.047, -1.794], [0.134, -0.836, -0.707], [-0.486, 3.148, 0.820], [3.523, 0.164, -2.660], [-3.210, -2.377, 2.141], [1.148, 0.707, -1.079], [0.857, -0.631, -1.440], [-1.314, -1.792, 1.150], [0.733, 0.518, 1.121], [0.540, 1.057, 0.262], [-0.868, 0.515, -0.799], [0.325, 1.529, 0.154], [0.849, 2.084, -1.917], [-0.236, 1.190, 1.973], [0.708, 1.235, 0.608], [0.469, -0.016, 0.564], [-0.666, -2.134, 0.258], [1.174, 0.362, -0.428], [-0.576, -1.157, 1.218], [-1.432, -0.162, 0.129], [-0.194, -0.358, 0.426]], "mulliken_charge": [0.127, -0.002, 0.081, -1.418, -0.894, -1.667, -0.746, 0.407, 0.327, 0.533, 0.402, 0.412, 0.342, 0.449, 0.224, 0.350, 0.441, 0.423, 0.300, 0.440, 0.469], "homo_lumo_gap_ev": [6.20, 8.41], "s_squared": 2.004, "homo_energy_ha": [-0.32764, -0.57283], "spin_multiplicity": 3, "lumo_ha": [-0.0998, -0.2636], "energy_ev": -17724.3482, "total_charge": 1}

---

No. 3
{"formula": "C5H14NS2", "method": "the ωB97M-V functional and the def2-TZVPD basis", "symbols": ["S", "S", "N", "C", "C", "C", "C", "C", "H", "H", "H", "H", "H", "H", "H", "H", "H", "H", "H", "H", "H", "H"], "xyz": [[-1.256, 0.426, 1.007], [-1.618, -1.152, -0.216], [0.776, 3.163, -0.063], [0.611, 0.662, 0.768], [-0.364, -3.164, 1.329], [-1.295, -2.791, 0.230], [0.044, 1.500, -1.684], [0.849, 1.604, -0.496], [0.903, 0.831, 1.783], [1.036, -0.333, 0.519], [-1.000, -3.326, -0.632], [1.013, 3.342, 0.815], [0.015, -2.456, 2.029], [1.462, 3.655, -0.716], [-2.242, -3.328, 0.313], [0.684, 0.756, -2.456], [-0.204, 3.587, -0.203], [-0.468, 2.346, -2.313], [-0.803, -3.998, 1.877], [-0.728, 0.665, -1.786], [1.975, 1.485, -0.801], [0.609, -3.474, 0.697]], "forces_ev_per_angstrom": [[1.251, -0.913, 0.571], [-0.891, 1.953, -2.321], [-1.797, -0.439, -6.295], [-2.141, -0.832, -2.112], [2.929, -1.742, -1.670], [-1.498, -1.475, 1.551], [-1.826, -4.150, -6.361], [3.451, 1.152, 3.068], [0.972, 1.229, 0.276], [-0.369, 0.642, -0.029], [0.970, 0.275, -1.557], [1.609, 0.731, 5.042], [-0.334, 0.971, 0.432], [-1.313, -0.500, 1.090], [-0.501, 0.542, 0.870], [-0.954, 2.718, 1.355], [1.721, -0.962, 0.024], [1.644, -1.109, 1.605], [0.551, -0.085, -0.022], [0.216, 1.400, 1.555], [-1.934, 0.470, 0.869], [-1.756, 0.122, 2.056]], "mulliken_charge": [-0.020, -0.182, -0.425, -0.978, -0.943, -0.389, -1.051, 0.480, 0.449, 0.313, 0.376, 0.272, 0.282, 0.388, 0.378, 0.246, 0.383, 0.367, 0.309, 0.116, 0.402, 0.226], "homo_lumo_gap_ev": 8.16, "homo_energy_ha": -0.43286, "lumo_ha": -0.1329, "smiles": "CCSSC[C@@H](C)[NH3+]", "energy_ev": -28563.1333, "total_charge": 1}

---

No. 4
{"formula": "C5H14O", "method": "the ωB97M-V functional and the def2-TZVPD basis", "symbols": ["O", "C", "C", "C", "C", "C", "H", "H", "H", "H", "H", "H", "H", "H", "H", "H", "H", "H", "H", "H"], "xyz": [[2.838, -0.441, -0.369], [-1.337, -0.832, -0.072], [0.626, 0.979, 1.754], [0.107, 1.218, 0.316], [-0.775, -1.324, -1.411], [-1.291, 0.689, 0.026], [-1.524, -1.225, -2.207], [1.061, 1.893, 2.180], [1.503, 0.332, 1.833], [-0.787, -1.270, 0.763], [-1.935, 1.029, 0.853], [-0.476, -2.369, -1.430], [0.239, 2.262, 0.062], [-1.742, 1.153, -0.853], [-0.244, 0.603, 2.277], [2.456, -0.171, -1.210], [0.797, 0.758, -0.389], [2.789, -1.404, -0.411], [0.062, -0.692, -1.715], [-2.367, -1.187, 0.004]], "forces_ev_per_angstrom": [[0.076, -0.344, -0.179], [-0.042, -0.217, -0.397], [0.302, 0.427, -0.629], [1.171, -0.078, -0.559], [-0.285, 0.302, -0.313], [-0.388, 0.439, 0.898], [0.039, 0.101, 0.168], [-0.810, 0.066, 0.114], [-0.511, -0.590, -0.316], [0.043, 0.014, 0.005], [0.002, -0.191, -0.080], [0.149, -0.059, 0.227], [-0.527, 0.443, 0.069], [0.231, -0.083, -0.233], [0.263, -0.035, 0.905], [0.065, 0.118, -0.012], [0.020, -0.215, 0.046], [0.072, 0.091, 0.134], [0.163, -0.218, -0.017], [-0.032, 0.028, 0.168]], "mulliken_charge": [-0.624, -0.269, -1.120, 0.249, -1.058, -1.009, 0.336, 0.312, 0.221, 0.284, 0.343, 0.333, 0.444, 0.344, 0.357, 0.317, -0.305, 0.312, 0.207, 0.327], "homo_lumo_gap_ev": 11.59, "homo_energy_ha": -0.39555, "lumo_ha": 0.0305, "smiles": "CCCCC.O", "energy_ev": -7459.2735}